Here is a molecular structure, C27H20N6O2Pt from the OMol25 dataset. Energies are from ωB97M-V/def2-TZVPD.

Each line ends with the Löwdin charge.
Element x y z (Å)
H 0.979 -2.288 2.795  0.121
H -4.683 -0.447 0.458  0.112
H -0.038 -6.403 0.735  0.144
C -2.674 1.161 -0.068  -0.446
H 0.407 -5.393 -3.577  0.141
N -0.478 -2.296 -0.134  -0.037
O -3.858 1.375 -0.191  0.103
C 0.232 -3.343 -4.166  0.013
C 0.054 -5.394 0.356  -0.030
H 2.475 1.626 -0.094  0.067
C -2.595 -3.664 0.113  -0.026
H -0.640 -2.097 2.514  0.115
C 4.290 0.571 0.149  0.006
C 0.384 -2.914 0.931  -0.409
C 0.453 3.051 0.046  -0.092
H -1.680 5.670 0.138  0.132
H 5.932 -0.798 0.411  0.134
C -2.194 3.583 0.021  0.040
H -5.764 -2.628 0.637  0.125
N -2.038 -0.034 0.063  -0.073
H -0.019 -4.608 2.279  0.152
C 4.000 -1.750 0.413  0.037
C 1.867 -2.856 0.396  -0.236
H 0.263 -6.184 -1.583  0.148
H 4.882 1.472 0.080  0.131
N 0.282 -2.077 2.091  0.112
H 0.777 5.146 0.122  0.126
H 0.047 -1.205 -4.326  0.138
H -2.053 -4.580 -0.010  0.085
C -0.162 -2.755 -1.492  -0.194
C 0.142 -5.249 -1.044  0.106
C 0.032 4.365 0.092  -0.013
C -3.958 -3.747 0.311  -0.045
C -1.321 4.651 0.093  0.007
C 0.039 -2.066 -3.667  -0.018
N -0.151 -1.787 -2.369  0.159
C -1.695 2.298 -0.012  -0.166
H 1.509 2.886 0.011  0.082
H 4.377 -2.752 0.552  0.134
C -4.095 -1.345 0.377  0.029
Pt -0.082 -0.082 0.013  1.183
N 2.052 -0.355 0.131  -0.030
C -4.698 -2.578 0.465  -0.031
O 2.431 -3.871 0.089  0.153
C 4.861 -0.667 0.334  0.009
C 0.243 -4.373 -3.254  0.061
C -2.708 -1.246 0.160  -0.187
H -4.440 -4.714 0.341  0.118
H -3.268 3.698 -0.012  0.137
N -0.375 1.994 0.019  -0.034
C 2.911 0.664 0.052  -0.089
C 2.628 -1.566 0.314  -0.174
C -1.959 -2.422 0.077  -0.149
C 0.058 -4.118 -1.872  -0.103
C 0.087 -4.368 1.227  0.094
H 0.376 -3.512 -5.222  0.132

Results
highest occupied orbital energy: -0.490 Eh
gap between HOMO and LUMO: 0.160 Eh
E: -1638.6613 a.u.
LUMO: -8.977 eV
charge: +2